{"formula": "C28H34ClN5NaO5PSSe2", "method": "ωB97M-V/def2-TZVPD", "homo_lumo_gap_ev": 6.2, "charge": -2, "energy_ev": -215030.679, "e_homo_ha": -0.0839, "species": ["Na", "O", "Cl", "O", "O", "O", "Se", "P", "Se", "C", "C", "C", "C", "C", "C", "C", "C", "C", "C", "C", "C", "H", "H", "H", "H", "H", "H", "H", "H", "H", "H", "C", "C", "N", "C", "N", "C", "C", "C", "N", "C", "H", "H", "H", "H", "H", "H", "H", "H", "H", "H", "H", "H", "H", "C", "C", "O", "H", "H", "H", "N", "C", "S", "N", "C", "C", "C", "C", "C", "C", "H", "H", "H", "H", "H", "H", "H", "H"], "positions_angstrom": [[0.374286, 0.454132, -0.458623], [2.767796, 3.197442, -2.368992], [2.589466, 2.525941, -1.111954], [3.584303, 2.964450, -0.172828], [2.687038, 1.085728, -1.297297], [1.257637, 2.806509, -0.586085], [1.527876, -0.189339, 2.483552], [1.949594, -2.286565, 2.306504], [2.846071, -3.086132, 0.530336], [0.452984, -3.265203, 2.755212], [-0.111664, -3.093838, 4.017092], [-1.219403, -3.833823, 4.399621], [-1.787020, -4.743230, 3.513157], [-1.236928, -4.906349, 2.249556], [-0.115340, -4.175414, 1.874742], [3.025994, -2.798662, 3.715721], [3.540880, -1.882352, 4.621744], [4.343862, -2.311230, 5.673891], [4.629876, -3.658314, 5.830478], [4.115853, -4.580402, 4.924701], [3.324483, -4.151374, 3.872458], [0.317938, -2.366101, 4.696741], [-1.647661, -3.693209, 5.385402], [-2.660365, -5.315175, 3.805726], [-1.678731, -5.595667, 1.539926], [0.318667, -4.295743, 0.888742], [3.302043, -0.833772, 4.488461], [4.744907, -1.586197, 6.372694], [5.254208, -3.992060, 6.651537], [4.338488, -5.635206, 5.037315], [2.938348, -4.861903, 3.150779], [-4.871995, 0.729170, -3.569628], [-4.154674, -0.552657, -3.179762], [-3.156976, -0.396339, -2.149630], [-3.074353, 0.695756, -1.399939], [-2.083168, 0.825569, -0.525417], [-2.068864, 1.925679, 0.419093], [-2.845765, 3.152803, -0.020539], [-4.206968, 2.685537, -0.480651], [-4.043786, 1.727397, -1.548647], [-5.247919, 1.430794, -2.283983], [-5.756214, 0.512183, -4.177293], [-4.204034, 1.377781, -4.141471], [-3.674130, -0.986617, -4.067232], [-4.921792, -1.284880, -2.867330], [-2.484971, -1.679850, -0.303796], [-1.034328, 2.229589, 0.615623], [-2.465662, 1.594299, 1.394557], [-2.332210, 3.637421, -0.854370], [-2.933285, 3.872867, 0.798092], [-4.807365, 3.517403, -0.865190], [-4.763395, 2.255343, 0.372995], [-5.763067, 2.377814, -2.476873], [-5.943536, 0.796542, -1.703110], [-2.179073, -1.202120, 1.841645], [-1.706230, -1.522497, 0.455035], [-0.535309, -1.723922, 0.194320], [-2.357585, -2.156904, 2.350014], [-3.115051, -0.644321, 1.803184], [-1.407881, -0.661031, 2.389801], [1.305453, -1.481139, -2.303147], [0.152221, -1.161822, -2.924821], [0.010013, 0.233782, -3.841544], [-0.938600, -1.967223, -2.759906], [-1.004814, -3.276970, -2.300273], [0.067185, -4.173377, -2.240737], [-0.130008, -5.472472, -1.795685], [-1.385917, -5.925069, -1.419206], [-2.461487, -5.047524, -1.507598], [-2.277765, -3.749886, -1.944490], [2.045494, -0.796103, -2.377009], [1.319165, -2.079764, -1.481217], [-1.816121, -1.387777, -2.645833], [1.060100, -3.862548, -2.526536], [0.726276, -6.133471, -1.732510], [-1.525269, -6.938768, -1.063613], [-3.455671, -5.375877, -1.225148], [-3.113456, -3.063041, -2.011534]], "forces_ev_per_a": [[0.0, 0.1, 0.0], [0.0, 0.0, 0.0], [-0.1, 0.0, 0.0], [0.0, 0.0, 0.0], [0.0, 0.0, 0.0], [0.0, -0.1, 0.0], [0.1, 0.1, 0.0], [0.0, 0.0, 0.0], [0.0, 0.0, 0.0], [0.0, 0.0, 0.0], [0.0, 0.0, 0.0], [0.0, 0.0, 0.0], [0.0, 0.0, 0.0], [0.0, 0.0, 0.0], [0.0, 0.0, 0.0], [0.0, 0.0, 0.0], [0.0, 0.0, 0.0], [0.0, 0.0, 0.0], [0.0, 0.0, 0.0], [0.0, 0.0, 0.0], [0.0, 0.0, 0.0], [0.0, 0.0, 0.0], [0.0, 0.0, 0.0], [0.0, 0.0, 0.0], [0.0, 0.0, 0.0], [0.0, 0.0, 0.0], [0.0, 0.0, 0.0], [0.0, 0.0, 0.0], [0.0, 0.0, 0.0], [0.0, 0.0, 0.0], [0.0, 0.0, 0.0], [0.0, 0.0, 0.0], [0.0, 0.0, 0.0], [0.0, 0.0, 0.0], [-0.1, 0.0, 0.0], [0.0, 0.0, -0.1], [0.0, 0.0, 0.0], [0.0, 0.0, 0.0], [0.0, 0.0, 0.0], [0.0, 0.0, 0.0], [0.0, 0.0, 0.0], [0.0, 0.0, 0.0], [0.0, 0.0, 0.0], [0.0, 0.0, 0.0], [0.0, 0.0, 0.0], [0.0, 0.0, 0.0], [0.0, 0.0, 0.0], [0.0, 0.0, 0.0], [0.0, 0.0, 0.0], [0.0, 0.0, 0.0], [0.0, 0.0, 0.0], [0.0, 0.0, 0.0], [0.0, 0.0, 0.0], [0.0, 0.0, 0.0], [0.0, 0.0, 0.0], [0.0, 0.0, 0.0], [0.0, 0.0, 0.0], [0.0, 0.0, 0.0], [0.0, 0.0, 0.0], [0.0, 0.0, 0.0], [0.0, 0.0, 0.0], [0.0, 0.0, 0.0], [0.0, 0.0, 0.0], [0.0, 0.0, 0.0], [0.0, 0.0, 0.0], [0.0, 0.0, 0.0], [0.0, 0.0, 0.0], [0.0, 0.0, 0.0], [0.0, 0.0, 0.0], [0.0, 0.0, 0.0], [0.0, 0.0, 0.0], [0.0, 0.0, 0.0], [0.0, 0.0, 0.0], [0.0, 0.0, 0.0], [0.0, 0.0, 0.0], [0.0, 0.0, 0.0], [0.0, 0.0, 0.0], [0.0, 0.0, 0.0]], "lowdin_charge": [0.165, -0.353, 0.653, -0.351, -0.391, -0.382, 0.293, 0.063, 0.225, -0.398, -0.109, -0.108, -0.115, -0.084, -0.113, -0.406, -0.118, -0.102, -0.120, -0.103, -0.114, 0.102, 0.092, 0.089, 0.088, 0.050, 0.038, 0.092, 0.087, 0.091, 0.091, -0.186, -0.278, -0.004, -0.402, 0.030, -0.250, -0.172, -0.203, -0.071, -0.209, 0.099, 0.115, 0.101, 0.096, 0.086, 0.094, 0.098, 0.120, 0.106, 0.107, 0.121, 0.107, 0.121, -0.041, -0.306, -0.067, 0.069, 0.070, 0.039, 0.101, -0.913, 0.592, 0.047, -0.236, -0.038, -0.104, -0.140, -0.108, -0.038, 0.070, -0.005, 0.065, 0.095, 0.099, 0.086, 0.094, 0.096]}


{"formula": "C4H10N2P2", "method": "ωB97M-V/def2-TZVPD", "homo_lumo_gap_ev": [7.4, 7.4], "charge": 0, "energy_ev": -25863.354, "e_homo_ha": [-0.3082, -0.3082], "species": ["C", "C", "C", "C", "N", "N", "P", "P", "H", "H", "H", "H", "H", "H", "H", "H", "H", "H"], "positions_angstrom": [[-0.185497, 1.718034, -0.073671], [1.366452, 0.096775, -1.335696], [1.423252, 0.635651, 1.279179], [0.690114, 0.684329, -0.107500], [-1.006297, 2.490952, 0.218371], [-1.109482, -0.711660, 0.049146], [-0.595661, -2.277764, -0.133247], [-2.593887, -0.050441, 0.168403], [2.404316, 0.503206, -1.423151], [1.614814, -1.083718, -0.989693], [0.843020, 0.080417, -2.283670], [0.607580, 0.310582, 1.948574], [1.618010, 1.614921, 1.576900], [2.236086, 0.012341, 1.198402], [-1.533622, -2.885261, -0.969033], [-0.835378, -3.007059, 1.005572], [-2.668579, 0.824706, -1.092613], [-2.275249, 1.043985, 0.963734]], "forces_ev_per_a": [[-2.0, 2.4, 0.0], [1.6, -2.5, 2.4], [-3.8, -0.5, -1.7], [0.9, -2.7, -0.1], [0.8, -0.1, -0.6], [1.8, 0.0, 0.2], [1.5, 0.5, -1.1], [-0.7, 0.9, -1.6], [-0.8, 0.0, -0.1], [-0.9, 2.9, -1.1], [-0.2, 0.3, 0.2], [0.7, -0.4, 0.1], [0.8, 1.6, 0.4], [1.8, -1.4, 0.3], [-0.4, -0.1, -0.1], [-0.7, -0.2, 0.9], [-0.1, -1.0, 1.4], [-0.4, 0.4, 0.5]], "nbo_charge": [0.213, -0.666, -0.622, 0.129, -0.296, -1.223, 0.559, 0.663, 0.239, 0.254, 0.245, 0.249, 0.232, 0.220, -0.044, -0.058, -0.066, -0.029]}


{"formula": "C4H11NO3", "method": "ωB97M-V/def2-TZVPD", "homo_lumo_gap_ev": 10.3, "charge": 0, "energy_ev": -11958.484, "e_homo_ha": -0.3522, "smiles": "C[C@H](O)[C@@H](N)C=O.O", "species": ["C", "C", "O", "C", "N", "C", "O", "H", "H", "H", "H", "H", "H", "H", "H", "H", "O", "H", "H"], "positions_angstrom": [[0.972176, 1.461558, -0.954317], [0.714396, 0.431157, 0.107431], [1.968876, -0.110860, 0.645695], [-0.201278, -0.709969, -0.330533], [0.391652, -1.555179, -1.335788], [-0.680392, -1.478679, 0.898236], [-1.239755, -0.944930, 1.828504], [1.822204, 2.085533, -0.673263], [0.125389, 2.154888, -1.006645], [1.136132, 1.054952, -1.947405], [0.279900, 0.847697, 1.010757], [2.428736, -0.589446, -0.051306], [-1.089798, -0.250615, -0.763102], [1.271822, -1.971025, -1.088779], [-0.244535, -2.194172, -1.785222], [-0.550252, -2.577126, 0.906233], [-2.390553, 1.633373, 1.166745], [-2.199346, 0.698130, 1.322858], [-2.515373, 2.014714, 2.049899]], "forces_ev_per_a": [[-0.3, 0.9, 0.0], [1.2, -0.7, 0.8], [-0.7, 0.0, -0.4], [0.0, -0.5, 0.1], [0.0, 0.5, -0.4], [-0.4, 0.3, 0.4], [0.1, -0.2, -0.3], [0.1, -0.2, 0.0], [-0.1, -0.2, -0.1], [0.1, -0.3, 0.0], [-0.2, 0.4, -0.2], [0.1, 0.2, -0.1], [-0.2, 0.1, 0.0], [-0.1, -0.3, 0.1], [0.2, -0.1, 0.1], [0.2, 0.0, -0.1], [-0.1, 0.3, 0.2], [0.1, 0.1, 0.3], [0.1, -0.2, -0.4]], "nbo_charge": [-0.649, 0.097, -0.726, -0.194, -0.852, 0.459, -0.552, 0.227, 0.229, 0.219, 0.213, 0.453, 0.232, 0.362, 0.379, 0.116, -0.966, 0.485, 0.470]}


{"formula": "C2H8NOS", "method": "ωB97M-V/def2-TZVPD", "homo_lumo_gap_ev": 6.8, "charge": -1, "energy_ev": -16576.557, "e_homo_ha": -0.0997, "species": ["C", "S", "H", "H", "H", "N", "C", "O", "H", "H", "H", "H", "H"], "positions_angstrom": [[-2.002678, 1.338816, -1.423970], [-1.021619, 1.571564, 0.170201], [-2.162988, 0.267650, -1.552617], [-2.919989, 1.911957, -1.265094], [-1.420435, 1.798131, -2.224122], [0.294477, -1.029799, 1.118019], [1.703292, -1.156669, 0.817491], [2.027650, -0.770609, -0.519265], [0.227274, -1.018757, 2.135126], [-0.413926, -0.323606, 0.807884], [2.231060, -0.399385, 1.435003], [2.073861, -2.138870, 1.109427], [1.384024, -0.050426, -0.608088]], "forces_ev_per_a": [[0.7, 0.6, 1.4], [-0.4, 0.3, -0.8], [-0.2, 0.2, -0.3], [-0.1, -0.4, -0.4], [-0.2, -0.3, -0.2], [-0.8, -1.9, 1.3], [0.0, 2.5, 0.4], [-0.8, -0.7, 0.5], [-0.1, -0.1, -0.2], [1.5, 0.2, -0.6], [0.3, -0.4, 0.2], [0.1, -0.2, -0.6], [0.1, 0.3, -0.6]], "nbo_charge": [-0.724, -0.724, 0.186, 0.183, 0.182, -0.959, 0.120, -0.745, 0.335, 0.421, 0.100, 0.136, 0.490]}


Calculated ΔE to the lowest compared entry with this formula, charge and spin in order - 0.00, 43.66, 37.48, 29.33 kcal/mol
Calculated largest force on an atom in order - 0.10, 4.19, 1.56, 2.49 eV/A